(1)
Entry from the OMol25 dataset: 2 unconnected molecules or ions with the total composition C11H14N2O at a distorted geometry (ωB97M-V with the def2-TZVPD basis set).

Last column: natural (NBO) charge in e.
Positions of all 28 atoms, in Å:
H  -0.466  -1.124  -3.911  0.22
H  -0.032  -1.701  -2.415  0.23
N  1.246  0.189  1.791  -0.56
H  1.196  -0.580  -3.402  0.22
H  -0.767  -3.171  0.795  0.22
H  3.075  -0.278  2.642  0.18
H  -2.532  0.566  -2.704  0.19
C  -1.838  0.637  -2.060  -0.15
C  0.139  -0.772  -3.015  -0.65
N  2.129  -1.858  1.673  -0.45
O  -1.696  2.746  0.929  -0.69
H  -0.883  -0.455  1.222  0.24
C  -2.257  1.272  -0.804  -0.27
H  1.444  0.731  -1.442  0.21
C  0.816  -1.856  1.009  0.08
C  0.303  -3.166  0.392  -0.65
H  -3.274  1.559  -0.743  0.21
C  2.292  -0.661  2.098  0.17
H  0.699  -4.097  0.883  0.24
C  0.469  0.805  -1.198  -0.19
H  -2.551  2.638  1.190  0.47
C  -1.235  1.777  0.076  0.27
H  0.938  2.082  0.389  0.23
C  0.104  1.614  -0.120  -0.27
C  0.223  -0.591  1.330  -0.10
H  0.329  -3.167  -0.675  0.22
C  -0.412  0.220  -2.018  -0.03
H  1.141  1.036  2.347  0.41

SMILES   Cc1ccc(O)cc1.Cc1c[nH]cn1
Frontier orbital gap   8.74 eV
ΔE to the lowest compared entry with this formula, charge and spin   109.75 kcal/mol
LUMO   0.654 eV
Electronic energy   -612.175842 hartree
Multiplicity   1
Largest force on an atom   11.8 eV/Å

---

(2)
Entry from the OMol25 dataset: 2 unconnected molecules or ions with the total composition C11H14N2O at a distorted geometry (ωB97M-V with the def2-TZVPD basis set).

Last column: natural (NBO) charge in e.
Positions of all 28 atoms, in Å:
H  2.564  3.063  0.991  0.22
C  -0.970  -3.170  0.037  -0.12
H  -2.135  1.676  0.499  0.22
H  -1.227  -3.379  1.060  0.21
C  1.099  2.285  -0.449  -0.05
O  -1.352  1.840  2.876  -0.67
H  2.579  1.219  -1.609  0.22
C  -1.094  1.971  0.562  -0.24
H  1.321  1.802  -2.578  0.22
C  1.897  2.072  -1.696  -0.64
H  -1.665  -3.146  -3.117  0.19
C  -1.196  -3.075  -2.146  0.16
H  1.840  -1.327  -0.381  0.23
H  2.166  -2.914  0.166  0.22
C  1.373  -2.160  0.152  -0.64
C  0.826  2.392  1.933  -0.28
C  0.139  -2.604  -0.540  0.09
N  -0.009  -2.586  -1.898  -0.46
H  -0.682  1.698  -1.494  0.21
H  -2.720  -3.898  -0.943  0.41
H  -0.990  2.174  3.710  0.48
C  -0.522  2.116  1.829  0.28
C  -0.259  1.972  -0.540  -0.19
N  -1.798  -3.487  -1.002  -0.52
H  1.222  2.577  2.923  0.20
H  1.229  -1.927  1.205  0.22
C  1.641  2.528  0.807  -0.20
H  2.600  2.843  -2.036  0.22

SMILES   Cc1ccc(O)cc1.Cc1c[nH]cn1
Frontier orbital gap   9.08 eV
ΔE to the lowest compared entry with this formula, charge and spin   33.78 kcal/mol
LUMO   0.804 eV
Electronic energy   -612.296922 hartree
Multiplicity   1
Largest force on an atom   1.7 eV/Å

---

(3)
Entry from the OMol25 dataset: 2 unconnected molecules or ions with the total composition C11H14N2O at a distorted geometry (ωB97M-V with the def2-TZVPD basis set).

Last column: natural (NBO) charge in e.
Positions of all 28 atoms, in Å:
H  1.028  -3.348  0.035  0.22
H  1.176  2.192  2.675  0.22
H  2.805  2.475  2.200  0.22
H  2.458  1.782  -2.522  0.20
H  -0.546  2.280  0.327  0.22
N  2.576  1.659  -0.434  -0.46
H  -1.745  -0.207  -2.393  0.20
C  1.120  -2.379  0.521  -0.63
H  -1.287  -2.299  2.060  0.22
C  1.669  1.971  0.542  0.10
C  -2.530  -1.399  0.667  -0.26
C  1.961  1.832  -1.567  0.17
C  -2.749  -0.968  -0.635  0.29
O  -4.044  -1.014  -1.080  -0.67
C  -1.273  -1.832  1.084  -0.20
H  2.042  -1.903  0.186  0.23
H  1.280  -2.553  1.589  0.21
H  0.382  -0.633  -1.639  0.22
H  -3.343  -1.461  1.381  0.22
H  -4.151  -0.541  -1.915  0.48
C  -0.365  -0.932  -0.912  -0.19
H  -0.033  2.565  -1.974  0.42
C  -0.181  -1.677  0.232  -0.04
C  1.938  1.817  1.994  -0.64
C  -1.648  -0.670  -1.421  -0.30
N  0.662  2.122  -1.393  -0.53
H  2.337  0.896  2.408  0.23
C  0.460  2.224  -0.018  -0.12

SMILES   Cc1ccc(O)cc1.Cc1c[nH]cn1
Frontier orbital gap   8.91 eV
ΔE to the lowest compared entry with this formula, charge and spin   41.14 kcal/mol
LUMO   0.592 eV
Electronic energy   -612.285186 hartree
Multiplicity   1
Largest force on an atom   2.5 eV/Å

---

(4)
Entry from the OMol25 dataset: a gas-phase ion, C11H14N3O (charge +1) at a distorted geometry (ωB97M-V with the def2-TZVPD basis set).

Last column: natural (NBO) charge in e.
Positions of all 29 atoms, in Å:
C  -1.016  -0.458  0.294  0.08
N  0.408  -0.005  0.409  -0.12
H  -0.076  2.070  -1.213  0.23
C  2.358  -0.875  -0.162  0.38
C  -2.613  -1.882  -0.871  -0.19
H  -0.146  1.964  1.038  0.22
C  0.949  1.788  -1.484  -0.64
N  4.391  0.623  0.346  -0.49
H  1.095  1.650  -2.563  0.26
H  0.844  -0.330  -1.539  0.22
H  1.713  2.455  -1.073  0.23
H  -4.686  -1.341  -0.482  0.24
H  -4.116  0.224  1.133  0.23
C  0.467  1.115  1.314  -0.40
O  2.556  -1.790  -0.918  -0.60
H  0.852  -1.729  1.361  0.41
C  -1.283  -1.537  -0.577  -0.18
H  1.550  1.366  1.359  0.22
H  5.100  1.336  0.665  0.50
C  -2.048  0.211  0.828  -0.23
C  -3.655  -1.161  -0.327  -0.18
H  0.068  0.821  2.337  0.25
C  3.515  -0.179  0.439  0.60
H  -1.893  1.149  1.488  0.24
H  -2.968  -2.570  -1.655  0.24
C  1.059  0.337  -0.823  -0.05
N  1.318  -0.925  0.996  -0.51
H  -0.420  -2.110  -0.887  0.23
C  -3.320  -0.216  0.565  -0.18

SMILES   C[C@H]1[C@@]([O-])(C#[NH+])N[N@+]1(C)c1ccccc1
Frontier orbital gap (alpha / beta)   7.76 / 7.76 eV
ΔE to the lowest compared entry with this formula, charge and spin   158.05 kcal/mol
LUMO (alpha / beta)   -4.563 / -4.563 eV
Electronic energy   -666.587749 hartree
Net charge   +1
Multiplicity   1
Largest force on an atom   6.0 eV/Å